(1)
Here is a single C4H6O2 molecule from the OMol25 dataset. Energies are from ωB97M-V/def2-TZVPD.

Values from the calculation:
strongest force on any atom	1.03	eV/A
DFT total energy	-306.3787	Ha
lowest unoccupied orbital energy	1.03	eV
frontier orbital gap	11.072	eV
HOMO level	-0.36917	Ha

Positions of all 12 atoms, in Å:
C 1.49967 0.15806 -0.80806
C 0.14008 0.19480 -0.20154
O -0.55319 1.36729 0.09139
C -0.49655 -0.58590 0.94541
C -1.53088 0.17623 0.12412
O -1.08710 -0.31080 -1.09479
H 1.67202 -0.86089 -1.16248
H 2.27928 0.41360 -0.08155
H 1.54385 0.85749 -1.64465
H -0.48418 -1.67178 0.84338
H -0.30975 -0.20994 1.95199
H -2.57915 0.40687 0.31722

natural (NBO) population analysis, charges in e, atoms 1 to 4: -0.657, 0.510, -0.530, -0.449

(2)
Here is a single C4H6O2 molecule from the OMol25 dataset. Energies are from ωB97M-V/def2-TZVPD.

Values from the calculation:
strongest force on any atom	0.34	eV/A
SMILES string	C[C@H]1[C@H]2OO[C@@H]12
DFT total energy	-306.3134	Ha
lowest unoccupied orbital energy	1.03	eV
frontier orbital gap	10.300	eV
HOMO level	-0.34083	Ha

Positions of all 12 atoms, in Å:
C -0.26445 -0.32275 -1.45417
C -0.59905 -0.09891 -0.00449
C 0.29533 -0.48640 1.13821
O 1.67663 -0.28744 0.84464
C 0.03222 0.95220 0.86016
O 1.40622 1.10792 0.49892
H -0.90033 0.29125 -2.09984
H 0.77977 -0.06538 -1.64647
H -0.41726 -1.37471 -1.71676
H -1.63640 -0.26634 0.28708
H 0.05054 -1.22589 1.89249
H -0.42320 1.77645 1.40023

natural (NBO) population analysis, charges in e, atoms 1 to 4: -0.617, -0.273, 0.039, -0.239

(3)
Here is a single C4H6O2 molecule from the OMol25 dataset. Energies are from ωB97M-V/def2-TZVPD.

Values from the calculation:
strongest force on any atom	1.28	eV/A
SMILES string	O=CC1(O)CC1
DFT total energy	-306.4071	Ha
lowest unoccupied orbital energy	0.75	eV
frontier orbital gap	10.530	eV
HOMO level	-0.35950	Ha

Positions of all 12 atoms, in Å:
O -0.82726 -1.44441 -0.84010
C -0.17638 -0.43539 -0.14232
C -0.00927 1.00357 -0.48462
C 1.22984 -0.80425 0.33233
O 1.72212 -0.35079 1.33853
C -0.69517 0.49959 0.87098
H -1.26206 -1.05253 -1.60510
H 0.99146 1.26305 -0.85644
H -0.75395 1.60104 -1.00158
H 1.83921 -1.41503 -0.35374
H -1.72444 0.84207 0.86131
H -0.33409 0.29307 1.88075

natural (NBO) population analysis, charges in e, atoms 1 to 4: -0.688, 0.093, -0.435, 0.422

(4)
Here is a single C4H6O2 molecule from the OMol25 dataset. Energies are from ωB97M-V/def2-TZVPD.

Values from the calculation:
strongest force on any atom	2.09	eV/A
SMILES string	C=C(O)[C@H]1CO1
DFT total energy	-306.3814	Ha
lowest unoccupied orbital energy	0.94	eV
frontier orbital gap	9.612	eV
HOMO level	-0.31859	Ha

Positions of all 12 atoms, in Å:
C -1.38787 -0.24909 -0.75851
C -0.65584 -0.24178 0.37933
O -1.12734 -1.11326 1.29705
C 0.58129 0.51728 0.68669
C 1.70270 0.37799 -0.26586
O 0.88887 1.53093 -0.25248
H -1.49687 0.58607 -1.41889
H -1.63320 -1.24168 -1.13888
H -1.98506 -1.15890 0.78337
H 0.81186 0.74678 1.72715
H 1.57883 -0.27386 -1.13098
H 2.72264 0.51953 0.09201

natural (NBO) population analysis, charges in e, atoms 1 to 4: -0.658, 0.350, -0.659, -0.018

(5)
Here is a molecular structure, C4H6O2 from the OMol25 dataset. Energies are from ωB97M-V/def2-TZVPD.

Values from the calculation:
strongest force on any atom	3.08	eV/A
DFT total energy	-306.3286	Ha
lowest unoccupied orbital energy	0.82	eV
frontier orbital gap	9.806	eV
HOMO level	-0.33030	Ha

Positions of all 12 atoms, in Å:
O -1.42069 1.67320 -1.20296
C -1.47318 1.03617 -0.17985
C -0.57358 -0.13446 0.07885
C 0.74920 -0.13699 -0.63749
C 1.13572 -0.69157 1.01442
O -0.08730 -0.10319 1.42066
H -2.17559 1.27229 0.64127
H -1.09408 -1.08114 -0.12870
H 1.07670 0.87804 -0.95152
H 0.96336 -0.84934 -1.42778
H 1.86071 -0.09255 0.46589
H 1.03872 -1.77045 0.90721

natural (NBO) population analysis, charges in e, atoms 1 to 4: -0.504, 0.431, -0.018, -0.445

(6)
Here is a single C4H6O2 molecule from the OMol25 dataset. Energies are from ωB97M-V/def2-TZVPD.

Values from the calculation:
strongest force on any atom	2.31	eV/A
SMILES string	O[C@H]1C[C@H]2O[C@@H]12
DFT total energy	-306.3940	Ha
lowest unoccupied orbital energy	1.08	eV
frontier orbital gap	11.097	eV
HOMO level	-0.36830	Ha

Positions of all 12 atoms, in Å:
O 0.31863 1.51001 -1.12730
C 0.70155 0.23451 -0.55775
C 0.48972 0.31083 0.96659
C -0.60675 -0.76633 0.80914
O -1.56426 -0.23219 -0.12443
C -0.39019 -0.85693 -0.63511
H -0.65752 1.53938 -1.09851
H 1.69736 -0.00419 -0.94045
H 1.34266 0.04829 1.62107
H 0.15453 1.40246 0.93238
H -0.97156 -1.51904 1.50342
H -0.51416 -1.66680 -1.34904

natural (NBO) population analysis, charges in e, atoms 1 to 4: -0.724, 0.074, -0.471, 0.050

(7)
Here is a single C4H6O2 molecule from the OMol25 dataset. Energies are from ωB97M-V/def2-TZVPD.

Values from the calculation:
strongest force on any atom	5.90	eV/A
DFT total energy	-306.2112	Ha
lowest unoccupied orbital energy	-0.60	eV
frontier orbital gap	6.286	eV
HOMO level	-0.25314	Ha

Positions of all 12 atoms, in Å:
C -0.71945 -1.40341 0.23343
C -0.41247 0.87051 0.84062
C 0.68052 1.36771 -0.14550
C 1.01048 0.04333 -0.97024
H -0.79690 -1.93617 1.15413
H -1.48729 -2.07137 -0.43208
H -0.14929 0.78740 2.02308
H 1.42232 1.92335 0.57700
H 0.33255 2.00407 -0.84778
H 0.72743 -0.26870 -2.07166
O -1.15176 -0.03838 0.24418
O 0.54388 -1.27834 -0.60517

natural (NBO) population analysis, charges in e, atoms 1 to 4: 0.228, 0.106, -0.551, 0.095

(8)
Here is a single C4H6O2 molecule from the OMol25 dataset. Energies are from ωB97M-V/def2-TZVPD.

Values from the calculation:
strongest force on any atom	1.54	eV/A
SMILES string	C[C@H]1O[C@H]1C=O
DFT total energy	-306.3625	Ha
lowest unoccupied orbital energy	-0.61	eV
frontier orbital gap	9.437	eV
HOMO level	-0.36936	Ha

Positions of all 12 atoms, in Å:
C 0.65448 -0.05057 1.62691
C 0.67128 -0.24496 0.14834
O 0.19322 -1.30604 -0.56178
C -0.15502 0.40090 -0.86722
C -1.49940 0.08458 -1.36562
O -1.94645 0.64909 -2.33890
H 1.02885 0.96683 1.79515
H -0.33402 -0.14825 2.07533
H 1.34913 -0.75695 2.08688
H 1.65387 -0.02097 -0.28759
H 0.34925 1.20416 -1.43223
H -1.96518 -0.77781 -0.87926

natural (NBO) population analysis, charges in e, atoms 1 to 4: -0.637, 0.066, -0.468, -0.022

(9)
Here is a single C4H6O2 molecule from the OMol25 dataset. Energies are from ωB97M-V/def2-TZVPD.

Values from the calculation:
strongest force on any atom	8.98	eV/A
DFT total energy	-306.2177	Ha
lowest unoccupied orbital energy	-0.69	eV
frontier orbital gap	6.026	eV
HOMO level	-0.24666	Ha

Positions of all 12 atoms, in Å:
C -0.98308 1.13252 -0.52899
C 0.30970 0.39683 1.22392
C 1.03035 -0.70750 0.65546
C 0.23766 -1.03324 -0.64923
H -2.12313 0.98652 -0.09382
H -0.92314 1.64655 -1.56296
H -0.48346 0.38429 1.91168
H 1.11724 -1.77850 1.19409
H 2.01496 -0.65522 0.33490
H 0.84496 -1.37708 -1.67021
O -0.12469 1.37908 0.32008
O -0.91738 -0.37425 -1.13492

natural (NBO) population analysis, charges in e, atoms 1 to 4: 0.290, -0.116, -0.575, 0.267

(10)
Here is a single C4H6O2 molecule from the OMol25 dataset. Energies are from ωB97M-V/def2-TZVPD.

Values from the calculation:
strongest force on any atom	1.32	eV/A
SMILES string	O=C1CCCO1
DFT total energy	-306.4949	Ha
lowest unoccupied orbital energy	0.89	eV
frontier orbital gap	11.249	eV
HOMO level	-0.38071	Ha

Positions of all 12 atoms, in Å:
O -1.57811 -1.42181 -1.61349
C -0.83868 -0.73367 -0.96267
C -0.98473 -0.06445 0.50670
C 0.48746 0.14674 0.87749
C 1.04741 0.45093 -0.52796
O 0.44387 -0.51567 -1.38689
H -1.49974 0.91317 0.59669
H -1.55236 -0.77399 1.11323
H 0.70459 0.95440 1.59236
H 0.92246 -0.77420 1.29003
H 2.13324 0.38287 -0.59515
H 0.71458 1.43568 -0.89034

natural (NBO) population analysis, charges in e, atoms 1 to 4: -0.550, 0.793, -0.529, -0.431